A cluster of 3 separate species, C4H14NO2 in total, computed with the ωB97M-V functional and the def2-TZVPD basis.

Last column: Mulliken charge in e.
Element x y z (Å)
H1 -1.873 -1.725 2.635  0.313
H2 -1.663 -0.546 0.377  0.317
N1 -0.907 -0.553 -0.334  0.020
H3 1.871 1.263 -4.466  0.318
H4 1.890 1.612 2.586  0.334
H5 1.621 1.342 0.250  0.282
H6 0.604 -1.301 0.852  0.423
H7 -2.455 -2.766 1.680  0.298
H8 0.626 1.856 -4.089  0.319
H9 1.423 -0.022 2.491  0.327
O1 1.076 1.016 -3.960  -0.616
H10 1.048 -0.547 -0.641  0.217
H11 -0.391 -0.514 -2.403  0.177
C1 1.027 0.990 2.304  -1.109
O2 -2.105 -1.878 1.713  -0.616
H12 0.190 1.165 2.974  0.286
H13 -0.038 1.762 0.445  0.391
C2 0.714 1.050 0.796  -0.243
H14 -2.017 -1.165 -1.913  0.289
C3 0.476 -0.384 0.280  -0.633
C4 -1.115 -0.654 -1.578  -0.094

The gap between HOMO and LUMO is 0.386 Eh. The total energy comes out at -365.75191 hartree. For the lowest unoccupied orbital energy, the calculation gives -4.4 eV. Its charge is +1.

***

A cluster of 4 separate species, C4H14NO3 in total, computed with the ωB97M-V functional and the def2-TZVPD basis.

Last column: Mulliken charge in e.
Element x y z (Å)
H1 -4.455 1.168 0.836  0.164
H2 -3.107 0.096 -1.710  0.218
H3 -1.548 1.376 0.746  0.299
C1 2.726 -1.183 -1.191  -0.927
H4 1.705 0.859 -1.483  0.402
O1 1.938 -2.031 1.494  -0.560
N1 0.314 0.426 0.908  -0.236
H5 -0.210 -0.200 -1.150  0.259
C2 1.974 0.058 -0.784  -0.495
C3 -0.997 0.793 1.463  -0.831
C4 0.587 -0.331 -0.324  -0.260
O2 -3.690 1.735 0.807  -1.029
H6 0.815 -1.374 0.066  0.229
H7 0.748 -0.226 1.566  0.314
O3 -2.461 0.532 -1.113  -0.698
H8 3.765 -0.949 -1.453  0.352
H9 -0.908 1.428 2.350  0.301
H10 -3.126 0.977 -0.338  0.386
H11 2.482 0.542 -0.040  0.272
H12 2.270 -1.779 -2.120  0.222
H13 -1.522 -0.066 1.743  0.324
H14 2.701 -1.850 -0.273  0.296

The gap between HOMO and LUMO is 0.146 Eh. The total energy comes out at -441.00608 hartree. For the lowest unoccupied orbital energy, the calculation gives 0.0 eV. Its charge is -1.

***

A structure of composition C4H14NO3, computed with the ωB97M-V functional and the def2-TZVPD basis.

Last column: Mulliken charge in e.
Element x y z (Å)
H1 0.748 3.524 1.821  0.301
O1 1.703 0.087 1.255  -0.816
C1 -0.883 -1.469 0.792  -0.716
H2 0.470 -0.871 -1.361  0.309
H3 -1.471 -2.308 1.225  0.362
N1 -0.027 1.109 -0.820  -0.575
C2 -0.387 -0.188 -1.387  0.502
H4 1.113 -0.920 1.179  0.402
H5 -1.464 -1.920 -1.133  0.301
O2 0.907 2.858 2.511  -0.694
H6 2.466 -0.164 0.761  0.211
C3 -0.638 -0.099 -2.976  -1.612
H7 0.690 2.018 2.075  0.368
H8 -1.088 -0.663 1.461  0.253
H9 -2.399 -0.457 -0.637  0.352
O3 0.406 -1.894 0.804  -0.786
H10 0.209 0.852 0.156  0.144
H11 0.021 0.492 -3.497  0.457
H12 -0.662 -1.089 -3.319  0.396
H13 -0.854 1.748 -0.847  0.240
C4 -1.417 -0.999 -0.641  -0.703
H14 -1.687 0.221 -3.143  0.301

The gap between HOMO and LUMO is 0.288 Eh. The total energy comes out at -441.27489 hartree. For the lowest unoccupied orbital energy, the calculation gives 3.9 eV. Its charge is -1.

***

A cluster of 3 separate species, C4H14NO3 in total, computed with the ωB97M-V functional and the def2-TZVPD basis.

Last column: Mulliken charge in e.
Element x y z (Å)
C1 0.838 -1.715 -1.605  -0.844
O1 -1.633 2.559 1.423  -0.872
H1 -3.469 0.669 0.140  0.279
H2 -0.735 -0.586 -1.039  0.262
C2 1.773 -0.862 -0.756  -0.390
C3 1.382 -0.907 0.756  -0.667
C4 0.852 0.447 1.267  -0.559
O2 -0.087 0.970 0.380  -0.817
H3 2.832 -1.109 -0.881  0.442
H4 -3.030 1.671 1.133  0.440
H5 0.640 -2.711 -1.200  0.343
H6 1.669 0.190 -1.039  0.214
O3 -3.813 1.057 0.958  -0.727
H7 -0.951 1.762 1.043  0.464
H8 -0.265 -0.262 -2.520  0.271
H9 0.496 -1.544 0.822  0.298
H10 1.288 -1.939 -2.584  0.356
H11 1.660 1.201 1.376  0.249
H12 0.412 0.283 2.268  0.343
N1 -0.436 -1.048 -1.901  -0.685
H13 -1.677 3.114 0.636  0.282
H14 2.254 -1.240 1.322  0.319

The gap between HOMO and LUMO is 0.300 Eh. The total energy comes out at -441.30263 hartree. For the lowest unoccupied orbital energy, the calculation gives 3.9 eV. Its charge is -1.

***

A cluster of 3 separate species, C4H14NO3 in total, computed with the ωB97M-V functional and the def2-TZVPD basis.

Last column: Mulliken charge in e.
Element x y z (Å)
H1 -1.188 -0.198 -1.930  0.426
H2 0.760 0.708 -3.327  0.361
H3 -2.581 -1.349 1.279  0.294
H4 0.632 -3.524 0.104  0.314
O1 -1.666 -1.076 1.306  -0.676
H5 -1.336 1.640 -0.487  0.396
C1 -0.320 0.270 -1.457  -0.538
N1 -0.647 0.955 -0.184  0.034
H6 0.401 -0.540 -1.338  0.331
C2 1.341 0.730 1.370  -1.084
H7 -1.031 -1.809 1.170  0.404
H8 0.816 0.467 2.289  0.350
H9 2.242 1.264 1.667  0.365
C3 0.559 1.614 0.443  -0.398
O2 -0.067 2.390 -2.547  -0.418
H10 1.681 -0.239 0.997  0.314
H11 -0.134 -4.079 1.242  0.298
H12 1.133 2.044 -0.371  0.339
O3 0.070 -3.224 0.831  -0.649
C4 0.187 1.220 -2.534  -0.045
H13 -1.041 0.247 0.499  0.194
H14 0.191 2.489 0.979  0.386

The gap between HOMO and LUMO is 0.417 Eh. The total energy comes out at -441.03824 hartree. For the lowest unoccupied orbital energy, the calculation gives -3.0 eV. Its charge is +1.

***

A cluster of 3 separate species, C4H14NO3 in total, computed with the ωB97M-V functional and the def2-TZVPD basis.

Last column: Mulliken charge in e.
Element x y z (Å)
H1 1.377 -0.258 -1.705  0.205
H2 -2.368 -1.306 2.227  0.348
H3 -1.235 -0.380 3.054  0.332
H4 1.032 -2.283 -1.028  0.335
H5 2.595 -1.736 -0.296  0.383
H6 -1.653 -1.213 -1.710  0.385
C1 -1.298 -0.192 -1.555  -0.854
H7 -0.004 2.840 0.738  0.348
H8 -1.447 3.272 0.253  0.315
H9 3.003 1.017 -0.282  0.402
C2 1.084 -0.242 -0.604  0.349
O1 -1.420 -1.164 2.560  -0.680
H10 -0.718 -0.024 -2.465  0.328
H11 1.269 -2.082 0.857  0.353
C3 1.954 0.817 0.056  -0.207
N1 -0.411 -0.085 -0.384  0.098
O2 -0.918 2.585 0.652  -0.667
O3 1.488 1.552 0.884  -0.503
H12 -0.727 0.843 -0.017  0.317
H13 -2.214 0.433 -1.409  0.327
H14 -0.886 -0.756 0.328  0.376
C4 1.497 -1.638 -0.151  -1.288

The gap between HOMO and LUMO is 0.412 Eh. The total energy comes out at -440.99550 hartree. For the lowest unoccupied orbital energy, the calculation gives -3.2 eV. Its charge is +1.

***

A cluster of 3 separate species, C4H14NO3 in total, computed with the ωB97M-V functional and the def2-TZVPD basis.

Last column: Mulliken charge in e.
Element x y z (Å)
H1 1.187 0.847 2.318  0.393
H2 0.813 1.746 -3.158  0.327
O1 0.772 1.913 -2.151  -0.670
C1 -0.725 -1.188 -0.613  0.021
H3 -3.105 1.486 -1.820  0.285
H4 0.700 2.926 -2.151  0.318
H5 -0.722 -3.036 0.953  0.315
C2 0.320 -1.217 1.764  -0.751
H6 2.114 -0.645 0.020  0.426
C3 0.747 0.274 1.426  -0.567
H7 -1.680 -1.066 -1.062  0.506
H8 -0.240 0.945 1.359  0.253
H9 1.313 0.647 -0.636  0.184
C4 -0.841 -1.763 0.838  -0.522
O2 -2.559 0.964 -1.302  -0.578
H10 -1.798 -1.585 1.286  0.349
H11 -1.714 1.417 -1.280  0.308
H12 -0.090 -1.123 2.918  0.296
N1 1.726 0.382 0.231  -0.150
H13 0.978 -2.012 1.871  0.445
O3 0.305 -0.861 -1.214  -0.586
H14 2.499 0.951 0.403  0.397

The gap between HOMO and LUMO is 0.395 Eh. The total energy comes out at -440.96127 hartree. For the lowest unoccupied orbital energy, the calculation gives -3.1 eV. Its charge is +1.

***

A structure of composition C4H14NOPb, computed with the ωB97M-V functional and the def2-TZVPD basis.

Last column: Mulliken charge in e.
Element x y z (Å)
C1 0.204 0.507 1.807  0.806
H1 -0.921 0.762 3.594  0.362
C2 1.309 -0.111 2.566  -0.991
C3 0.123 1.206 -3.940  -0.765
H2 0.949 1.510 -3.274  0.191
H3 1.346 -1.198 2.402  0.236
H4 2.272 0.317 2.277  0.329
H5 -0.953 -2.769 -0.704  0.316
H6 -0.655 0.388 -3.580  0.176
N1 -0.727 -1.913 -0.197  -0.679
H7 -1.801 -0.095 2.313  0.220
H8 -0.482 2.096 -4.153  0.333
H9 0.582 0.764 -4.837  0.339
H10 -1.556 1.675 2.189  0.314
Pb1 -0.005 0.044 -1.696  0.601
H11 0.093 -2.092 0.390  0.231
C4 -1.087 0.731 2.508  -0.952
H12 1.157 0.046 3.639  0.367
H13 -1.514 -1.666 0.412  0.228
H14 1.331 -1.034 -2.316  -0.072
O1 0.337 0.833 0.599  -0.591

The gap between HOMO and LUMO is 0.306 Eh. The total energy comes out at -483.33300 hartree. For the lowest unoccupied orbital energy, the calculation gives -3.9 eV. Its charge is +1.

***

A cluster of 2 separate species, C4H14NOS in total, computed with the ωB97M-V functional and the def2-TZVPD basis.

Last column: Mulliken charge in e.
Element x y z (Å)
H1 -1.543 -1.415 0.621  0.364
N1 0.737 1.072 -0.073  -0.370
C1 -0.613 -1.164 0.121  -0.770
C2 -0.659 0.295 -0.311  0.057
H2 -2.606 0.420 0.654  0.405
O1 3.157 1.276 1.809  -0.679
H3 1.310 1.001 0.774  0.350
H4 0.466 2.050 -0.170  0.352
H5 -1.160 1.219 1.390  0.404
H6 3.436 1.285 2.729  0.334
C3 -1.739 1.050 0.472  -1.420
H7 0.074 -1.329 0.964  0.436
H8 3.338 2.106 1.397  0.325
H9 -1.653 -1.233 -2.768  0.150
H10 0.691 -2.527 -0.762  0.304
H11 -0.615 0.345 -1.404  0.492
C4 -0.348 -2.233 -0.996  -0.601
H12 -0.942 -3.147 -0.838  0.385
H13 -2.094 1.959 -0.002  0.344
H14 1.204 0.725 -0.908  0.356
S1 -0.438 -1.755 -2.699  -0.219

The gap between HOMO and LUMO is 0.349 Eh. The total energy comes out at -688.71712 hartree. For the lowest unoccupied orbital energy, the calculation gives -3.2 eV. Its charge is +1.

***

A cluster of 2 separate species, C4H14NOSi in total, computed with the ωB97M-V functional and the def2-TZVPD basis.

Last column: Mulliken charge in e.
Element x y z (Å)
H1 -1.131 -2.234 1.629  0.310
N1 3.214 0.037 -0.538  -0.444
H2 -1.426 -2.217 -0.091  0.281
C1 1.504 -0.120 -0.655  -0.422
H3 1.316 1.737 1.939  0.321
H4 -2.767 -2.024 1.112  0.397
Si1 -1.698 0.077 0.770  0.582
C2 -1.780 -1.786 0.878  -0.967
H5 1.183 0.731 -1.398  0.322
H6 -2.229 0.818 -1.688  0.312
H7 3.355 0.990 -0.187  0.351
H8 3.552 -0.033 -1.504  0.341
H9 1.468 -0.477 1.381  0.568
H10 -1.785 2.233 -0.445  0.262
O1 1.479 1.490 1.013  -0.617
C3 1.068 0.131 0.669  -0.572
H11 3.527 -0.743 -0.006  0.320
H12 1.330 -1.183 -1.034  0.300
H13 -3.488 1.436 -0.566  0.360
H14 -2.030 0.448 2.140  -0.093
C4 -2.361 1.188 -0.597  -0.910

The gap between HOMO and LUMO is 0.314 Eh. The total energy comes out at -579.93937 hartree. For the lowest unoccupied orbital energy, the calculation gives -3.3 eV. Its charge is +1.

***

A cluster of 3 separate species, C4H14O2 in total, computed with the ωB97M-V functional and the def2-TZVPD basis.

Last column: Mulliken charge in e.
Element x y z (Å)
H1 2.784 2.185 -1.177  0.293
H2 -1.027 0.182 1.255  0.175
H3 -2.679 -0.050 0.369  0.286
H4 -0.914 -2.134 0.921  0.340
C1 -0.927 -0.733 -0.744  -0.226
C2 -1.072 -2.199 -0.161  -1.156
H5 2.829 -0.143 2.765  0.295
H6 0.004 -2.654 -0.386  0.302
O1 2.537 -0.664 2.039  -0.650
O2 2.597 1.276 -0.923  -0.639
H7 -0.305 1.658 -0.494  0.116
H8 3.041 0.564 -1.499  0.332
H9 -1.896 2.212 -1.065  0.246
C3 -1.607 0.265 0.227  -0.264
H10 -1.300 -0.581 -1.709  0.427
H11 2.535 -0.188 1.161  0.354
H12 0.209 -0.583 -0.653  0.009
H13 -1.489 2.548 0.669  0.309
H14 -1.962 -2.713 -0.489  0.338
C4 -1.358 1.752 -0.106  -0.889

The gap between HOMO and LUMO is 0.411 Eh. The total energy comes out at -311.21692 hartree. The SMILES is CCCC.O.O. For the lowest unoccupied orbital energy, the calculation gives 0.5 eV.

***

A cluster of 4 separate species, C4H14O3 in total, computed with the ωB97M-V functional and the def2-TZVPD basis.

Last column: Mulliken spin population.
Element x y z (Å)
O1 -2.107 1.179 -1.384  0.198
H1 3.531 -0.065 0.652  -0.003
O2 0.512 1.953 -2.369  0.232
H2 2.461 0.970 -0.471  -0.016
H3 -0.175 -0.540 -0.218  0.226
H4 -1.331 -3.662 1.175  -0.111
H5 -1.937 0.035 1.532  -0.478
C1 0.088 0.190 0.549  0.328
H6 -2.487 0.628 -2.093  -0.407
H7 0.505 2.757 -1.834  -0.027
O3 -0.593 -3.555 0.565  0.481
H8 1.580 -0.665 1.989  -0.022
H9 -0.291 1.545 -1.979  0.039
C2 -0.869 0.055 1.748  0.662
H10 -2.224 0.596 -0.610  0.232
C3 1.488 -0.070 1.088  -0.014
H11 -0.770 0.937 2.391  0.102
C4 2.555 0.340 0.404  -0.003
H12 -0.599 -0.816 2.341  -0.058
H13 -0.873 -2.948 -0.135  -0.132
H14 0.080 1.196 0.144  -0.228

Its spin multiplicity is 2. The gap between HOMO and LUMO (spin up / spin down) is 0.119 / 0.372 Eh. The total energy comes out at -386.45676 hartree. For the lowest unoccupied orbital energy (spin up / spin down), the calculation gives 3.8 / 3.7 eV. Its charge is -1.

***

Here are the calculated energy relative to the best compared isomer or geometry (same formula, charge and spin) numbers, same order: 2.145, 8.510, 1.195, 0.440, 0.548, 1.712, 2.643, 0.239, 1.241, 3.492, 1.716, 0.429 (eV).
Here are the calculated F_max numbers, same order: 3.39, 3.06, 4.74, 1.36, 1.12, 3.26, 4.76, 2.95, 1.89, 5.11, 3.93, 1.94 (eV Å⁻¹).